Computed, not measured: an isolated molecule of C16H18F3N3O2 at a distorted geometry, with ωB97M-V with the def2-TZVPD basis set.

charge: 0
E_tot: -33603.12820 eV
E_LUMO: 0.7 eV
energy relative to the best compared isomer or geometry (same formula, charge and spin): 4.7 kJ/mol
SMILES string: O=C(CCc1nnc(CCCc2ccccc2)o1)NCC(F)(F)F
strongest force on any atom: 0.027 hartree/bohr
gap between HOMO and LUMO: 9.96 eV

Last column: Löwdin charge in e.
Element x y z (Å)
O (3.28395, 1.77567, 4.69586)  0.07
C (2.36573, 1.02427, 4.45876)  -0.50
C (0.91442, 1.47126, 4.40221)  -0.09
C (0.55909, 1.87649, 2.96666)  -0.08
C (0.52124, 0.70955, 2.05314)  -0.33
N (0.48711, -0.54369, 2.37622)  0.08
N (0.46789, -1.25483, 1.22741)  0.12
C (0.49186, -0.40590, 0.25706)  -0.34
C (0.46610, -0.69029, -1.19248)  -0.11
C (-0.90948, -0.36093, -1.78567)  -0.18
C (-0.95397, -0.66213, -3.28673)  -0.16
C (-2.31395, -0.34332, -3.84056)  -0.25
C (-2.59720, 0.92197, -4.33798)  -0.05
C (-3.85984, 1.22651, -4.81479)  -0.09
C (-4.85820, 0.26782, -4.79688)  -0.10
C (-4.58681, -0.99560, -4.30012)  -0.09
C (-3.32339, -1.29721, -3.82414)  -0.05
O (0.52006, 0.87090, 0.71586)  0.16
N (2.54022, -0.30612, 4.22672)  0.07
C (3.85927, -0.81797, 3.97845)  -0.05
C (4.10568, -1.01004, 2.48039)  -0.61
F (5.41027, -1.12107, 2.19608)  0.14
F (3.51706, -2.11576, 2.00444)  0.13
F (3.63341, 0.01290, 1.75216)  0.14
H (0.80294, 2.34033, 5.05034)  0.12
H (0.25410, 0.67255, 4.73628)  0.12
H (-0.42167, 2.36161, 2.95191)  0.13
H (1.28930, 2.59461, 2.58452)  0.14
H (1.23221, -0.08779, -1.68497)  0.13
H (0.69438, -1.74706, -1.32901)  0.13
H (-1.13483, 0.69542, -1.62179)  0.12
H (-1.67306, -0.95165, -1.27513)  0.13
H (-0.72465, -1.71749, -3.44602)  0.12
H (-0.19463, -0.06544, -3.79629)  0.12
H (-1.82014, 1.67330, -4.35690)  0.11
H (-4.06479, 2.21378, -5.20259)  0.10
H (-5.84364, 0.50384, -5.17039)  0.10
H (-5.36133, -1.74850, -4.28468)  0.10
H (-3.11511, -2.28555, -3.43928)  0.11
H (1.74960, -0.82475, 3.84793)  0.11
H (4.57635, -0.07818, 4.35226)  0.14
H (4.01447, -1.78150, 4.47175)  0.14